Arrangement one

C40H48ClIrN7O5S2Si | ωB97M-V with the def2-TZVPD basis set

```
! wB97M-V def2-TZVPD RIJCOSX def2/J DEFGRID3
* xyz 0 2
Ir -0.866 -1.781 1.181
N 1.899 -4.607 -1.170
C 1.043 -3.938 -0.351
S 1.600 -2.366 0.186
N -0.041 -4.518 0.008
N -0.843 -3.921 0.939
C -1.864 -4.636 1.286
C -2.790 -4.347 2.324
C -3.869 -5.230 2.511
C -4.797 -5.034 3.500
C -4.661 -3.925 4.347
C -3.618 -3.048 4.197
C -2.640 -3.219 3.184
O -1.650 -2.393 3.109
H 2.554 -4.049 -1.687
H 1.529 -5.428 -1.619
H -2.002 -5.567 0.743
H -3.959 -6.079 1.843
H -5.621 -5.722 3.631
H -5.397 -3.757 5.123
H -3.506 -2.189 4.846
C 4.860 9.599 6.870
O 3.867 9.574 5.862
C 3.459 8.369 5.408
C 2.486 8.388 4.410
C 1.999 7.209 3.889
C 2.467 5.975 4.349
C 3.447 5.968 5.338
C 3.942 7.147 5.866
C 1.954 4.706 3.845
N 2.323 3.518 4.266
C 1.577 2.620 3.556
C 0.730 3.279 2.682
N 0.987 4.610 2.876
C -0.206 2.615 1.839
C -1.095 3.243 0.955
C -1.973 2.470 0.237
C -1.978 1.088 0.426
N -1.142 0.478 1.244
C -0.243 1.210 1.932
C 0.666 0.509 2.804
N 0.590 -0.825 2.786
C 1.369 -1.528 3.580
C 2.292 -0.935 4.446
C 2.402 0.436 4.467
C 1.573 1.193 3.630
H 5.045 10.649 7.080
H 5.787 9.131 6.531
H 4.516 9.104 7.782
H 2.127 9.347 4.059
H 1.246 7.265 3.112
H 3.813 5.012 5.687
H 4.704 7.104 6.632
H 0.542 5.375 2.403
H -1.090 4.321 0.852
H -2.671 2.911 -0.460
H -2.697 0.456 -0.075
H 1.259 -2.605 3.533
H 2.910 -1.555 5.080
H 3.109 0.948 5.107
Cl -3.180 -1.858 0.435
C -3.620 -0.657 -5.185
C -3.024 -0.936 -3.809
C -3.369 0.193 -2.844
C -3.527 -2.265 -3.252
O -1.607 -0.964 -3.998
Si -0.330 -1.650 -3.274
S -0.229 -0.965 -1.250
O -0.278 -3.272 -3.342
C -0.122 -4.128 -4.487
C 1.362 -4.451 -4.664
C -0.919 -5.392 -4.188
C -0.638 -3.469 -5.767
O 0.973 -1.126 -4.104
C 1.715 0.103 -4.168
C 2.797 0.098 -3.088
C 2.364 0.116 -5.548
C 0.793 1.311 -4.010
H -4.705 -0.568 -5.121
H -3.372 -1.466 -5.875
H -3.209 0.271 -5.584
H -4.452 0.302 -2.762
H -2.936 1.132 -3.197
H -2.972 -0.039 -1.858
H -4.600 -2.209 -3.068
H -3.027 -2.483 -2.305
H -3.330 -3.080 -3.951
H 1.749 -5.005 -3.810
H 1.923 -3.522 -4.769
H 1.504 -5.055 -5.561
H -0.600 -5.824 -3.238
H -0.774 -6.127 -4.981
H -1.981 -5.157 -4.107
H -0.049 -2.579 -5.992
H -1.680 -3.170 -5.655
H -0.560 -4.167 -6.601
H 3.454 -0.763 -3.222
H 2.340 0.032 -2.104
H 3.392 1.012 -3.146
H 2.953 -0.791 -5.690
H 3.020 0.981 -5.650
H 1.599 0.158 -6.325
H 0.331 1.298 -3.021
H 0.002 1.277 -4.760
H 1.362 2.235 -4.123
*
```

Results
expectation value of S² = 0.793
HOMO-LUMO gap (spin up / spin down) = 6.36 / 5.98 eV

Arrangement two

C40H48ClIrN7O5S2Si | ωB97M-V with the def2-TZVPD basis set

```
! wB97M-V def2-TZVPD RIJCOSX def2/J DEFGRID3
* xyz 0 2
Ir 1.352 -0.028 1.201
N -1.754 1.364 4.036
C -0.660 0.964 3.315
S -0.788 1.136 1.588
N 0.333 0.495 3.980
N 1.419 0.028 3.237
C 2.384 -0.369 3.983
C 3.672 -0.841 3.580
C 4.523 -1.329 4.590
C 5.771 -1.820 4.307
C 6.197 -1.831 2.971
C 5.394 -1.337 1.974
C 4.112 -0.806 2.245
O 3.435 -0.297 1.252
H -2.465 1.898 3.573
H -1.656 1.438 5.033
H 2.175 -0.333 5.049
H 4.156 -1.326 5.611
H 6.411 -2.196 5.093
H 7.170 -2.239 2.724
H 5.713 -1.336 0.939
C 3.348 8.648 -9.154
O 3.545 8.877 -7.768
C 3.301 7.854 -6.919
C 2.879 6.589 -7.310
C 2.656 5.612 -6.347
C 2.847 5.873 -5.000
C 3.272 7.151 -4.620
C 3.497 8.126 -5.562
C 2.609 4.870 -3.956
N 2.721 5.092 -2.667
C 2.396 3.904 -2.064
C 2.083 2.949 -3.000
N 2.225 3.581 -4.212
C 1.682 1.616 -2.670
C 1.343 0.596 -3.576
C 0.954 -0.624 -3.088
C 0.907 -0.830 -1.705
N 1.242 0.116 -0.848
C 1.623 1.329 -1.307
C 1.974 2.314 -0.308
N 1.913 1.923 0.987
C 2.215 2.777 1.940
C 2.619 4.089 1.661
C 2.707 4.504 0.360
C 2.366 3.603 -0.660
H 3.588 9.586 -9.645
H 2.309 8.386 -9.369
H 4.013 7.866 -9.525
H 2.722 6.352 -8.352
H 2.321 4.637 -6.683
H 3.416 7.351 -3.567
H 3.830 9.116 -5.280
H 2.087 3.171 -5.118
H 1.382 0.770 -4.644
H 0.684 -1.432 -3.753
H 0.597 -1.775 -1.279
H 2.132 2.419 2.957
H 2.860 4.755 2.478
H 3.028 5.504 0.100
Cl 1.517 -2.450 1.090
C -4.706 -4.186 4.753
C -3.404 -3.624 4.199
C -3.058 -2.313 4.898
C -2.276 -4.637 4.361
O -3.660 -3.365 2.812
Si -2.707 -3.224 1.486
S -1.049 -2.002 1.995
O -2.065 -4.634 0.973
C -2.637 -5.727 0.248
C -2.622 -5.388 -1.239
C -1.761 -6.937 0.533
C -4.068 -5.986 0.717
O -3.652 -2.635 0.297
C -4.286 -1.373 0.067
C -3.369 -0.547 -0.826
C -5.595 -1.682 -0.647
C -4.564 -0.654 1.384
H -4.607 -4.411 5.816
H -4.974 -5.100 4.219
H -5.512 -3.462 4.617
H -2.954 -2.475 5.974
H -3.845 -1.576 4.722
H -2.120 -1.911 4.513
H -2.116 -4.859 5.418
H -1.348 -4.245 3.941
H -2.523 -5.562 3.835
H -1.597 -5.216 -1.571
H -3.201 -4.480 -1.412
H -3.053 -6.205 -1.823
H -0.726 -6.722 0.265
H -2.107 -7.797 -0.044
H -1.798 -7.187 1.595
H -4.700 -5.122 0.500
H -4.084 -6.157 1.795
H -4.479 -6.863 0.213
H -3.152 -1.100 -1.743
H -2.430 -0.340 -0.309
H -3.845 0.400 -1.090
H -5.401 -2.238 -1.566
H -6.122 -0.758 -0.894
H -6.233 -2.292 -0.004
H -3.626 -0.377 1.873
H -5.121 -1.313 2.051
H -5.148 0.250 1.202
*
```

Results
expectation value of S² = 0.753
HOMO-LUMO gap (spin up / spin down) = 6.34 / 6.31 eV

In eV, relative to the most stable structure: arrangement one 1.627; arrangement two 0.000.

Arrangement one

C2H6S | ωB97M-V with the def2-TZVPD basis set

```
! wB97M-V def2-TZVPD RIJCOSX def2/J DEFGRID3
* xyz 0 1
C -0.649 1.091 -0.974
S 0.115 -0.734 -0.253
C 0.276 0.141 1.398
H -0.545 2.097 -1.236
H -0.596 0.700 -1.919
H 0.563 0.691 -0.568
H 1.194 0.747 1.439
H -0.562 0.794 1.610
H 0.336 -0.685 2.175
*
```

Results
HOMO-LUMO gap = 7.03 eV

Arrangement two

C2H6S | ωB97M-V with the def2-TZVPD basis set

```
! wB97M-V def2-TZVPD RIJCOSX def2/J DEFGRID3
* xyz 0 1
C -1.141 -0.799 0.170
S 0.646 -0.982 -0.298
C 1.086 0.781 -0.226
H -1.133 -0.804 1.255
H -1.614 -1.681 -0.227
H -1.501 0.136 -0.235
H 0.795 1.055 0.796
H 2.164 0.875 -0.229
H 0.697 1.418 -1.007
*
```

Results
SMILES = CSC
HOMO-LUMO gap = 9.65 eV

In eV, relative to the most stable structure: arrangement one 5.719; arrangement two 0.000.

Arrangement one

C4H7IO | ωB97M-V with the def2-TZVPD basis set

```
! wB97M-V def2-TZVPD RIJCOSX def2/J DEFGRID3
* xyz 0 1
C -0.873 0.160 -0.249
C 0.512 -0.289 -0.622
C -1.084 -0.969 0.769
C 1.567 0.721 -0.425
O 0.211 -1.320 0.863
I -1.993 -0.079 2.751
H -0.720 1.170 0.176
H -1.639 0.250 -1.007
H 0.549 -0.934 -1.481
H -1.827 -1.688 0.478
H 1.841 0.726 0.710
H 1.015 1.681 -0.789
H 2.440 0.571 -1.174
*
```

Results
HOMO-LUMO gap = 9.28 eV

Arrangement two

C4H7IO | ωB97M-V with the def2-TZVPD basis set

```
! wB97M-V def2-TZVPD RIJCOSX def2/J DEFGRID3
* xyz 0 1
C 1.243 -1.884 -0.351
C 0.247 -1.033 0.100
C -0.527 1.697 0.415
C -0.742 -0.320 -0.558
O 0.515 2.233 -0.190
I -2.745 -0.577 -0.029
H 1.880 -2.431 0.481
H 1.385 -2.139 -1.440
H -0.008 -0.943 1.236
H -0.430 1.256 1.447
H -1.461 2.182 0.201
H -0.674 -0.004 -1.578
H 1.317 1.964 0.265
*
```

Results
HOMO-LUMO gap = 8.02 eV

Arrangement three

C4H7IO | ωB97M-V with the def2-TZVPD basis set

```
! wB97M-V def2-TZVPD RIJCOSX def2/J DEFGRID3
* xyz 0 1
C -0.997 1.965 -0.285
C -0.252 1.204 0.474
C 0.495 0.102 -0.135
I 2.700 0.232 0.136
C 0.057 -1.443 0.382
O 0.818 -2.410 -0.220
H -1.748 2.696 0.102
H -0.798 1.787 -1.402
H -0.177 1.369 1.538
H 0.383 0.157 -1.266
H -1.018 -1.536 0.156
H 0.259 -1.403 1.510
H 0.278 -2.721 -0.990
*
```

Results
SMILES = C=C[C@@H](I)CO
HOMO-LUMO gap = 9.64 eV

In eV, relative to the most stable structure: arrangement one 1.068; arrangement two 2.220; arrangement three 0.000.